Formula: C12H10N2O2
Source: OMol25
Level of theory: the ωB97M-V functional and the def2-TZVPD basis

```
! RIJCOSX wB97M-V def2-TZVPD def2/J DEFGRID3
* xyz 0 1
O -0.42 -4.93 1.74
O -1.34 -2.99 4.08
C -0.44 -3.72 1.94
C -0.68 -2.76 2.99
C -0.10 -2.66 1.01
C -0.45 -1.75 1.91
C 0.91 -0.72 -1.85
C 0.99 0.55 -2.23
C 0.27 -1.03 -0.68
C -0.30 -0.05 0.21
C 0.53 1.57 -1.44
C -0.08 1.28 -0.12
N 0.19 -2.33 -0.35
N -0.85 -0.46 1.52
C 0.61 2.99 -1.93
C -0.53 2.45 0.77
H 1.44 -1.49 -2.47
H 1.39 0.66 -3.26
H 0.56 -2.99 -0.98
H -1.40 0.13 2.12
H 1.49 3.18 -2.51
H -0.42 3.29 -2.40
H 0.67 3.60 -1.19
H -1.39 3.01 0.37
H 0.38 3.04 1.12
H -1.02 2.10 1.64
*
```

HOMO-LUMO gap (eV): 7.7
LUMO (eV): -0.080
Energy above the lowest of the compared OMol25 structures with the same formula, charge and spin (kcal per mole): 45.3